# 1
The following is a quantum chemistry calculation of a structure of composition C4H7NO, from OMol25.

The geometry in XYZ format:
```
13
Properties=species:S:1:pos:R:3:forces:R:3
O -1.297040 0.645575 -2.627175 0.205 -0.130 0.394
N 0.492510 0.824315 -1.078981 -0.148 -0.128 -0.124
C 0.305871 -0.058983 0.071954 0.263 -0.334 0.362
C 0.654915 0.431397 1.446051 -0.030 -0.003 0.041
C -1.038256 -0.574274 -0.422746 0.000 -0.017 0.011
C -0.709621 0.373947 -1.610576 -0.155 0.160 -0.342
H 0.562558 -0.349161 2.207997 0.001 0.130 -0.123
H 1.662702 0.856876 1.460674 -0.183 -0.069 -0.025
H -0.056709 1.233593 1.657183 0.065 -0.028 0.054
H -1.127466 -1.641551 -0.648882 0.027 0.203 0.030
H 1.118881 -1.120400 -0.005129 -0.169 -0.012 0.190
H 1.232611 -0.477590 -0.679740 0.035 0.245 -0.342
H -1.858728 -0.261421 0.228377 0.088 -0.016 -0.124
```
Forces are in eV/Å.

For the energy above the lowest of the compared OMol25 structures with the same formula, charge and spin, the calculation gives 492.2 kJ/mol. As for the LUMO energy: 0.21 eV. As for the orbital gap: 9.36 eV. The value obtained for the electronic energy is -286.44419 Eh. Its net charge is 0.

# 2
The following is a quantum chemistry calculation of a cluster of 2 separate species, C4H7NO in total, from OMol25.

The geometry in XYZ format:
```
13
Properties=species:S:1:pos:R:3:forces:R:3
O -0.795105 -0.207722 -0.624947 0.077 0.051 -0.027
N -2.094659 -0.479893 0.981712 0.166 0.256 -0.151
C -1.387513 -1.372793 0.064800 -0.013 -0.486 -0.052
C -1.511546 0.454122 0.340702 -0.165 0.183 0.189
C 1.284578 -0.431811 -0.223714 0.151 0.300 -0.160
C 1.657758 0.986912 0.043198 -0.118 0.024 0.061
H -1.506709 1.537406 0.429336 -0.005 -0.170 0.005
H 1.447533 1.742727 -0.728206 0.032 -0.155 0.068
H 2.758193 0.893247 0.103350 -0.084 -0.024 -0.017
H -2.021970 -1.940764 -0.616905 0.052 0.073 0.090
H 1.414199 -0.582720 -1.313834 -0.015 -0.002 0.167
H 1.335792 1.349474 1.026630 0.076 -0.073 -0.130
H -0.580552 -1.948180 0.517880 -0.155 0.023 -0.045
```
Forces are in eV/Å.

For the energy above the lowest of the compared OMol25 structures with the same formula, charge and spin, the calculation gives 608.5 kJ/mol. As for the LUMO energy: 0.86 eV. As for the orbital gap: 9.12 eV. The value obtained for the electronic energy is -286.39989 Eh. Its net charge is 0.

# 3
The following is a quantum chemistry calculation of a cluster of 2 separate species, C4H7NO in total, from OMol25.

The geometry in XYZ format:
```
13
Properties=species:S:1:pos:R:3:forces:R:3
O 1.099527 -0.255293 -1.544637 0.030 0.095 -0.040
N -0.361202 1.886718 2.765986 0.276 0.253 0.355
C -0.131829 -2.001639 -0.560856 0.035 0.147 -0.039
C -0.784454 1.855825 0.303149 -0.193 -0.056 -0.878
C 0.899221 -1.577377 -1.269546 0.039 -0.196 -0.012
C -0.635817 1.803560 1.586019 0.151 0.038 0.703
H -0.269223 -3.047313 -0.364910 0.072 -0.240 -0.017
H 1.634361 -2.264987 -1.671626 0.061 0.031 -0.035
H -0.857449 -1.314683 -0.165217 -0.169 0.207 0.081
H -0.186661 1.244966 -0.348312 0.171 -0.177 -0.027
H -0.803852 1.299474 3.459973 -0.206 -0.193 -0.180
H -1.514960 2.501225 -0.147475 -0.220 0.168 0.049
H 1.912338 -0.130479 -2.042547 -0.049 -0.077 0.038
```
Forces are in eV/Å.

For the energy above the lowest of the compared OMol25 structures with the same formula, charge and spin, the calculation gives 287.1 kJ/mol. As for the LUMO energy: 0.76 eV. As for the orbital gap: 9.55 eV. The value obtained for the electronic energy is -286.52231 Eh. Its net charge is 0.

# 4
The following is a quantum chemistry calculation of an isolated molecule of C4H7NO, from OMol25.

The geometry in XYZ format:
```
13
Properties=species:S:1:pos:R:3:forces:R:3
O -1.848048 -0.227195 -0.970020 -0.121 -0.114 0.175
N 0.944257 -1.230958 0.451652 0.155 0.212 -0.523
C -0.476830 0.124165 -0.888383 0.324 0.084 -0.017
C 0.939609 0.090461 1.080229 0.126 0.144 0.196
C 0.360515 -1.125200 -0.669384 0.127 -0.145 0.083
C -0.103281 0.966672 0.350094 -0.015 -0.024 -0.002
H 1.953788 0.450325 0.880656 -0.085 0.197 0.278
H 0.822350 0.014481 2.163291 -0.091 0.040 -0.117
H -0.991239 1.141418 0.967461 0.098 -0.092 -0.133
H -0.259274 0.627510 -1.834988 0.032 -0.054 0.141
H 0.289901 1.949650 0.071657 -0.026 -0.208 0.068
H -2.053104 -0.745927 -0.179192 -0.073 0.082 -0.183
H 0.474240 -1.910731 -1.410970 -0.452 -0.122 0.034
```
Forces are in eV/Å.

For the energy above the lowest of the compared OMol25 structures with the same formula, charge and spin, the calculation gives 135.4 kJ/mol. As for the LUMO energy: 1.00 eV. As for the orbital gap: 10.86 eV. The value obtained for the electronic energy is -286.58008 Eh. Its net charge is 0.

# 5
The following is a quantum chemistry calculation of an isolated molecule of C4H7NO in a non-equilibrium geometry, from OMol25.

The geometry in XYZ format:
```
13
Properties=species:S:1:pos:R:3:forces:R:3
O 0.202951 0.727062 1.477034 0.468 -0.223 -0.170
N -0.702864 -1.301042 0.645158 0.106 0.382 0.258
C -0.425750 -0.483796 1.567277 0.013 -0.148 -0.078
C -0.208151 0.589649 -0.900152 0.300 -0.025 -0.027
C -0.393997 -0.924889 -0.731405 0.040 0.005 -0.256
C 0.794156 0.946312 0.196440 1.361 -1.192 -0.484
H -0.677339 -0.714017 2.602946 0.006 0.150 -0.164
H 1.733791 0.334091 0.020589 -1.324 -1.059 0.468
H 0.529189 -1.441209 -1.020492 -0.147 0.003 -0.036
H 1.477342 1.777512 0.188935 -1.385 1.965 0.190
H -1.201028 1.067147 -0.845201 0.562 0.187 0.359
H -1.191791 -1.316203 -1.369648 0.064 0.104 0.070
H 0.224255 0.846852 -1.866984 -0.063 -0.148 -0.129
```
Forces are in eV/Å.

For the energy above the lowest of the compared OMol25 structures with the same formula, charge and spin, the calculation gives 169.8 kJ/mol. As for the LUMO energy: 0.95 eV. As for the orbital gap: 10.57 eV. The value obtained for the electronic energy is -286.56697 Eh. Its net charge is 0.

# 6
The following is a quantum chemistry calculation of a cluster of 2 separate species, C4H7NO in total in a non-equilibrium geometry, from OMol25.

The geometry in XYZ format:
```
13
Properties=species:S:1:pos:R:3:forces:R:3
O -3.216116 -0.199566 0.776699 0.870 0.527 -0.958
N 0.565343 -0.353975 0.979944 -0.003 0.279 0.246
C 0.436504 -0.621484 -1.389399 0.545 -0.138 -0.163
C -0.053839 0.551247 1.599366 0.263 0.009 0.305
C 1.228592 0.021867 -0.253328 0.033 0.027 -0.174
C -2.523544 0.249480 -0.004304 -1.193 -0.477 0.983
H -0.577710 0.295586 2.519416 -0.052 0.027 -0.065
H -0.601847 -0.314744 -1.328299 -0.017 -0.036 -0.047
H -0.063687 1.608634 1.291165 0.000 -0.173 -0.049
H 2.264643 -0.346090 -0.210349 -0.317 0.000 -0.112
H 1.276262 1.117144 -0.392933 -0.086 -0.174 0.098
H 0.497275 -1.714387 -1.316006 -0.073 0.250 -0.074
H 0.824170 -0.297997 -2.357653 0.030 -0.123 0.011
```
Forces are in eV/Å.

For the energy above the lowest of the compared OMol25 structures with the same formula, charge and spin, the calculation gives 174.0 kJ/mol. As for the LUMO energy: 1.01 eV. As for the orbital gap: 10.84 eV. The value obtained for the electronic energy is -286.56539 Eh. Its net charge is 0.

# 7
The following is a quantum chemistry calculation of an isolated molecule of C4H7NO in a non-equilibrium geometry, from OMol25.

The geometry in XYZ format:
```
13
Properties=species:S:1:pos:R:3:forces:R:3
O 0.814014 -1.891717 0.534613 -0.531 -0.147 0.462
N -1.136143 -0.633384 0.280872 0.377 -0.199 0.280
C 0.908922 1.001272 0.205901 -0.244 0.447 -0.460
C -0.025250 -1.151979 0.980437 -0.221 -1.002 0.143
C -0.873384 -0.524278 -1.148383 0.248 0.046 -0.074
C -0.546422 0.612204 -0.228432 0.726 0.554 0.077
H 1.619239 0.308062 0.688918 -0.838 -0.081 -0.412
H 1.417064 1.300768 -0.702474 0.176 0.519 -0.078
H -1.761149 -0.510800 -1.786812 0.290 0.208 0.367
H -0.054332 -1.131919 -1.521481 -0.025 0.142 0.023
H 0.820862 1.833419 0.907603 0.079 0.174 -0.280
H 0.004685 -0.702322 1.986866 0.064 -0.387 0.070
H -1.188107 1.490674 -0.197629 -0.101 -0.273 -0.117
```
Forces are in eV/Å.

For the energy above the lowest of the compared OMol25 structures with the same formula, charge and spin, the calculation gives 236.1 kJ/mol. As for the LUMO energy: 1.05 eV. As for the orbital gap: 11.05 eV. The value obtained for the electronic energy is -286.54173 Eh. Its net charge is 0.

# 8
The following is a quantum chemistry calculation of an isolated molecule of C4H7NO in a non-equilibrium geometry, from OMol25.

The geometry in XYZ format:
```
13
Properties=species:S:1:pos:R:3:forces:R:3
O 1.689395 -0.679231 -0.171974 0.975 -0.396 -1.267
N 0.744221 0.017681 0.430788 1.498 0.522 2.880
C -0.554463 -0.840215 0.375933 -0.559 1.043 0.146
C -0.317601 -2.201492 -0.108674 -1.770 0.086 -0.125
C 0.647739 1.434679 -0.037902 0.861 -0.879 -3.587
C -1.120669 -1.463698 -0.847340 2.864 -0.548 1.776
H -0.085593 -3.242997 0.061989 0.463 0.391 0.268
H -1.260914 -0.417888 1.087265 0.111 -0.472 0.519
H 0.437652 2.189729 0.675223 -0.661 0.296 0.892
H -1.569302 -1.499656 -1.778172 -0.965 0.524 -1.441
H 1.617342 1.699730 -0.566375 -0.881 -0.605 1.082
H -0.041885 1.357038 -0.902882 -0.089 0.632 0.677
H 1.131199 0.138622 1.469910 -1.848 -0.596 -1.822
```
Forces are in eV/Å.

For the energy above the lowest of the compared OMol25 structures with the same formula, charge and spin, the calculation gives 636.0 kJ/mol. As for the LUMO energy: 0.93 eV. As for the orbital gap: 9.25 eV. The value obtained for the electronic energy is -286.38940 Eh. Its net charge is 0.